Record 1
The following is a DFT calculation (ωB97M-V/def2-TZVPD) of a cluster of 2 separate species, C5H15N2 in total.

Output
**Energy above the lowest of the compared OMol25 structures with the same formula, charge and spin**: 3.1245 eV
**Spin multiplicity**: 2
**HOMO level (spin up / spin down)**: -2.554 / -8.095 eV
**Charge**: 0
**⟨S²⟩**: 0.752
**HOMO-LUMO gap (spin up / spin down)**: 2.7 / 8.2 eV

XYZ file:
```
22
Properties=species:S:1:pos:R:3:lowdin_charge:R:1
N -1.921 -1.206 -2.959 -0.03
C -0.747 -0.562 -2.371 -0.35
C 0.388 -1.591 -0.367 -0.16
C -0.644 -0.963 -0.921 -0.35
H -1.993 -0.982 -3.943 0.05
H -2.766 -0.828 -2.547 0.05
H -0.831 0.538 -2.383 0.07
H 0.132 -0.861 -2.936 0.10
H 0.304 -2.091 0.589 0.01
H 1.290 -1.873 -0.900 0.01
H -1.541 -0.788 -0.332 0.06
C 0.469 0.339 2.774 -0.09
C 1.308 1.229 1.890 -0.25
N 0.599 1.513 0.578 0.13
H 1.094 0.014 3.607 0.08
H -0.362 0.928 3.173 0.07
H 0.074 -0.525 2.263 0.05
H 1.562 2.187 2.344 0.11
H 2.252 0.772 1.586 0.09
H 0.559 0.617 0.023 0.06
H 1.118 2.229 0.021 0.15
H -0.344 1.905 0.811 0.12
```

***

Record 2
The following is a DFT calculation (ωB97M-V/def2-TZVPD) of a cluster of 2 separate species, C5H15N2 in total.

Output
**Energy above the lowest of the compared OMol25 structures with the same formula, charge and spin**: 2.0604 eV
**HOMO level**: -12.377 eV
**Charge**: +1
**HOMO-LUMO gap**: 7.3 eV

XYZ file:
```
22
Properties=species:S:1:pos:R:3:lowdin_charge:R:1
C -0.796 1.684 -0.096 -0.34
C -0.103 1.458 1.252 -0.26
C 1.186 0.680 1.166 -0.13
N -2.129 2.190 0.048 0.00
H -0.768 0.772 -0.733 0.08
H -0.134 2.404 -0.639 0.13
H -0.703 0.949 2.025 0.12
H 0.113 2.479 1.661 0.13
H 1.616 0.613 0.147 0.08
H 1.058 -0.343 1.553 0.06
H 1.952 1.157 1.806 0.10
H -2.623 2.312 -0.800 0.05
H -2.064 3.131 0.512 0.11
C 0.832 -2.750 -0.023 0.01
C -0.118 -1.767 -2.075 0.18
N 0.341 -1.665 -0.898 0.00
H 0.196 -2.638 0.867 0.11
H 1.862 -2.573 0.267 0.11
H 0.646 -3.728 -0.492 0.11
H -0.276 -2.764 -2.548 0.15
H -0.394 -0.839 -2.568 0.12
H 0.306 -0.760 -0.433 0.08
```

***

Record 3
The following is a DFT calculation (ωB97M-V/def2-TZVPD) of a cluster of 2 separate species, C5H15N2 in total.

Output
**Energy above the lowest of the compared OMol25 structures with the same formula, charge and spin**: 0.7789 eV
**HOMO level**: -14.526 eV
**Charge**: +1
**HOMO-LUMO gap**: 11.6 eV

XYZ file:
```
22
Properties=species:S:1:pos:R:3:lowdin_charge:R:1
C -0.373 -2.975 1.774 -0.11
C 1.437 -2.685 0.356 0.01
N 0.303 -2.264 0.713 -0.12
H -0.618 -2.293 2.588 0.09
H 0.203 -3.813 2.182 0.08
H -1.302 -3.449 1.448 0.09
H 1.980 -2.171 -0.430 0.08
H 1.895 -3.583 0.761 0.09
C 0.019 1.027 -0.290 -0.18
C -0.461 2.234 -1.074 -0.25
C 0.425 3.460 -0.882 -0.09
N -0.981 -0.092 -0.421 0.15
H 0.967 0.618 -0.636 0.13
H 0.151 1.223 0.772 0.13
H -1.468 2.502 -0.743 0.12
H -0.486 1.974 -2.135 0.12
H 0.445 3.777 0.159 0.08
H 1.455 3.328 -1.210 0.08
H 0.023 4.272 -1.488 0.08
H -1.881 0.195 -0.045 0.16
H -1.103 -0.270 -1.418 0.16
H -0.629 -1.015 0.018 0.10
```

***

Record 4
The following is a DFT calculation (ωB97M-V/def2-TZVPD) of the ion C5H15N2 with charge +1.

Output
**Energy above the lowest of the compared OMol25 structures with the same formula, charge and spin**: 2.2281 eV
**Structure (SMILES)**: C[C@@H]([NH3+])CCCN
**HOMO level**: -12.218 eV
**Charge**: +1
**HOMO-LUMO gap**: 8.7 eV

XYZ file:
```
22
Properties=species:S:1:pos:R:3:lowdin_charge:R:1
C -1.403 -1.760 0.911 -0.06
C -0.427 -0.605 0.639 -0.37
N 0.797 -1.036 1.407 0.18
C -0.077 -0.645 -0.812 -0.23
C 0.884 0.439 -1.143 -0.21
C 0.074 1.794 -1.359 -0.22
N 0.031 2.591 -0.139 0.01
H -0.917 -2.838 0.829 0.15
H -1.869 -1.601 1.901 0.08
H -2.345 -1.499 0.378 0.10
H -0.744 0.460 0.917 0.17
H 1.282 -1.870 1.013 0.18
H 1.567 -0.238 1.317 0.21
H 0.698 -1.138 2.394 0.15
H 0.489 -1.586 -1.031 0.13
H -0.992 -0.651 -1.468 0.15
H 1.672 0.572 -0.459 0.07
H 1.517 0.160 -2.061 0.14
H -1.027 1.561 -1.491 0.13
H 0.655 2.252 -2.204 0.12
H 0.926 2.944 0.154 0.08
H -0.792 2.692 0.309 0.02
```

***

Record 5
The following is a DFT calculation (ωB97M-V/def2-TZVPD) of a cluster of 2 separate species, C5H15N2 in total.

Output
**Energy above the lowest of the compared OMol25 structures with the same formula, charge and spin**: 4.3149 eV
**Spin multiplicity**: 2
**HOMO level (spin up / spin down)**: -16.351 / -16.350 eV
**Charge**: +2
**⟨S²⟩**: 0.754
**HOMO-LUMO gap (spin up / spin down)**: 6.3 / 3.2 eV

XYZ file:
```
22
Properties=species:S:1:pos:R:3:lowdin_charge:R:1
C 1.277 -0.216 1.230 -0.01
C -0.077 0.627 1.212 -0.15
C -0.580 0.817 -0.131 0.10
C -1.184 -0.238 -0.927 -0.14
C -2.504 -0.838 -0.357 -0.21
N -3.528 0.157 0.080 0.05
N 4.256 0.072 -0.847 0.52
H 1.170 -1.100 0.607 0.08
H 1.989 0.443 0.723 0.05
H -0.787 -0.083 1.670 0.15
H -0.030 1.564 1.758 0.14
H 4.793 0.944 -0.897 0.17
H -0.369 1.793 -0.573 0.16
H -1.415 0.135 -1.929 0.13
H -0.468 -1.056 -1.105 0.16
H -2.243 -1.368 0.568 0.11
H -2.871 -1.635 -0.998 0.13
H -4.088 0.462 -0.712 0.09
H -2.906 0.926 0.302 0.05
H 3.297 -0.086 -1.150 0.13
H 4.725 -0.840 -0.770 0.17
H 1.543 -0.479 2.246 0.10
```

***

Record 6
The following is a DFT calculation (ωB97M-V/def2-TZVPD) of a cluster of 2 separate species, C5H15N2 in total.

Output
**Energy above the lowest of the compared OMol25 structures with the same formula, charge and spin**: 0.3057 eV
**Spin multiplicity**: 2
**HOMO level (spin up / spin down)**: -19.659 / -20.481 eV
**Charge**: +2
**⟨S²⟩**: 0.763
**HOMO-LUMO gap (spin up / spin down)**: 11.8 / 8.7 eV

XYZ file:
```
22
Properties=species:S:1:pos:R:3:lowdin_charge:R:1
C -0.490 1.488 2.143 -0.05
C 0.441 0.293 2.276 -0.17
N -0.136 -0.937 1.591 0.19
H -0.040 2.334 2.656 0.11
H -0.712 1.635 1.086 0.06
H -1.438 1.201 2.606 0.10
H 1.363 0.480 1.732 0.13
H 0.615 0.005 3.311 0.14
H -1.030 -1.162 2.045 0.18
H 0.442 -1.779 1.628 0.18
H -0.408 -0.727 0.606 0.10
C 1.123 -1.143 -1.916 0.02
C -0.005 -0.173 -1.634 -0.36
C -1.303 -0.631 -1.398 0.21
N 0.328 1.128 -1.659 0.27
H 1.815 -1.185 -1.064 0.11
H 1.675 -0.764 -2.774 0.11
H 0.735 -2.153 -2.057 0.11
H -2.091 0.116 -1.268 0.12
H -1.562 -1.678 -1.474 0.12
H 1.200 1.398 -2.110 0.17
H -0.472 1.710 -1.915 0.16
```

***

Record 7
The following is a DFT calculation (ωB97M-V/def2-TZVPD) of a cluster of 2 separate species, C5H15N2O in total.

Output
**Energy above the lowest of the compared OMol25 structures with the same formula, charge and spin**: 7.3051 eV
**HOMO level**: -13.301 eV
**Charge**: +1
**HOMO-LUMO gap**: 5.3 eV

XYZ file:
```
23
Properties=species:S:1:pos:R:3:lowdin_charge:R:1
C -0.564 -0.647 -1.043 -0.23
N -0.326 -1.128 0.474 0.05
C 0.081 0.097 1.198 -0.23
C 1.617 -0.142 1.507 -0.14
C 2.145 1.003 2.473 -0.27
O 1.105 1.117 3.422 -0.10
C -1.572 0.381 -1.292 0.28
N -1.788 -1.212 -3.808 0.09
H 0.398 -0.384 -1.431 0.11
H -0.746 -1.686 -1.506 0.17
H -1.373 -1.355 0.673 0.16
H 0.166 0.878 0.438 0.09
H -0.581 0.354 1.977 0.11
H 1.676 -1.159 1.964 0.13
H 2.077 0.157 0.564 0.10
H 2.430 2.000 1.795 0.16
H 3.214 0.676 2.789 0.13
H 1.107 1.854 4.078 0.13
H -2.640 0.251 -1.066 0.13
H -1.227 1.418 -1.440 0.13
H -1.760 -0.550 -3.071 -0.08
H -0.902 -0.964 -4.264 0.06
H -2.536 -0.960 -4.429 0.04
```

***

Record 8
The following is a DFT calculation (ωB97M-V/def2-TZVPD) of a cluster of 3 separate species, C5H15N2O in total.

Output
**Energy above the lowest of the compared OMol25 structures with the same formula, charge and spin**: 7.6190 eV
**HOMO level**: -13.594 eV
**Charge**: +1
**HOMO-LUMO gap**: 5.1 eV

XYZ file:
```
23
Properties=species:S:1:pos:R:3:lowdin_charge:R:1
C 3.454 -0.486 0.284 -0.06
N 0.400 0.066 -0.030 0.26
C 0.208 -0.481 -1.262 -0.20
C -1.045 0.040 -2.077 -0.21
O -0.863 -0.539 -3.319 -0.02
C 3.463 -0.290 1.601 -0.03
N -2.079 0.850 0.772 -0.02
C -2.773 0.517 2.004 -0.14
H 2.826 0.146 -0.331 0.02
H 4.040 -1.273 -0.152 0.06
H 0.546 -0.695 0.659 0.12
H 1.039 -0.132 -1.920 0.20
H 0.253 -1.567 -1.340 0.14
H -1.941 -0.293 -1.559 0.12
H -1.038 1.133 -2.067 0.14
H -1.506 -0.194 -3.961 0.13
H 2.793 0.397 2.100 0.05
H 4.201 -0.758 2.234 0.06
H -1.128 0.434 0.721 0.02
H -1.902 1.854 0.707 0.10
H -3.840 0.684 1.867 0.09
H -2.480 1.130 2.855 0.08
H -2.629 -0.541 2.212 0.08
```

***

Record 9
The following is a DFT calculation (ωB97M-V/def2-TZVPD) of a cluster of 2 separate species, C5H15N2O in total.

Output
**Energy above the lowest of the compared OMol25 structures with the same formula, charge and spin**: 1.0395 eV
**HOMO level**: -11.852 eV
**Charge**: +1
**HOMO-LUMO gap**: 8.9 eV

XYZ file:
```
23
Properties=species:S:1:pos:R:3:lowdin_charge:R:1
C -2.405 0.222 0.976 -0.14
C -1.992 -0.446 -0.326 -0.20
C -0.684 -1.150 -0.199 -0.10
C 0.440 -0.612 -0.715 -0.20
N 1.734 -1.021 -0.454 -0.10
C 2.758 -0.857 -1.480 -0.08
N -1.473 1.382 1.210 0.19
H -3.402 0.621 0.906 0.12
H -2.328 -0.495 1.797 0.14
H -2.795 -1.101 -0.653 0.12
H -1.937 0.338 -1.081 0.12
H -0.558 -2.090 0.337 0.12
H 0.401 0.168 -1.460 0.13
H 1.812 -1.912 0.013 0.14
H 2.857 -1.729 -2.137 0.09
H 2.478 -0.065 -2.183 0.09
H 3.708 -0.555 -1.063 0.08
H -1.292 1.540 2.201 0.17
H -1.861 2.257 0.867 0.17
H -0.546 1.159 0.802 0.09
H 1.885 2.166 1.153 0.07
H 1.898 0.733 0.606 0.03
O 1.302 1.447 0.882 -0.06
```

***

Record 10
The following is a DFT calculation (ωB97M-V/def2-TZVPD) of a cluster of 3 separate species, C5H15N2O in total.

Output
**Energy above the lowest of the compared OMol25 structures with the same formula, charge and spin**: 6.8698 eV
**HOMO level**: -12.027 eV
**Charge**: +1
**HOMO-LUMO gap**: 4.0 eV

XYZ file:
```
23
Properties=species:S:1:pos:R:3:lowdin_charge:R:1
C -2.163 -1.559 0.059 -0.02
C -1.494 -0.542 0.963 0.08
C -1.614 0.798 0.498 -0.12
C -1.953 1.443 -0.709 0.15
N 1.922 -0.841 1.504 0.01
C 2.628 -0.397 0.223 -0.35
N 2.084 -0.662 -1.095 0.02
H -2.765 -2.301 0.424 0.06
H -2.894 -0.911 -0.449 0.08
H -1.585 -2.049 -0.862 0.18
H -1.445 -0.646 2.069 0.15
H 0.901 -0.726 1.372 0.01
H 3.030 0.614 0.324 0.10
H -1.497 1.468 1.337 0.12
H -2.399 0.901 -1.606 0.13
H -2.262 2.499 -0.770 0.12
H 2.167 -1.834 1.705 0.08
H 3.595 -0.760 0.375 0.08
H 2.671 -1.193 -1.658 0.05
H 1.500 0.157 -1.360 0.04
H 0.870 2.898 -0.681 0.09
H -0.128 1.723 -0.897 -0.01
O 0.833 1.920 -0.767 -0.05
```

***

Record 11
The following is a DFT calculation (ωB97M-V/def2-TZVPD) of a cluster of 2 separate species, C5H15N2O in total.

Output
**Energy above the lowest of the compared OMol25 structures with the same formula, charge and spin**: 0.9939 eV
**HOMO level**: -13.120 eV
**Charge**: +1
**HOMO-LUMO gap**: 10.1 eV

XYZ file:
```
23
Properties=species:S:1:pos:R:3:lowdin_charge:R:1
C 1.893 -0.594 -0.790 -0.16
C 0.978 0.209 -1.706 -0.24
C 1.480 1.647 -1.854 -0.09
N 1.362 -1.979 -0.591 0.17
H 2.883 -0.684 -1.236 0.14
H 2.011 -0.155 0.198 0.13
H -0.047 0.166 -1.343 0.10
H 1.019 -0.220 -2.709 0.12
H 1.640 2.173 -0.914 0.08
H 2.433 1.677 -2.382 0.08
H 0.771 2.218 -2.448 0.08
H 0.446 -1.948 -0.105 0.10
H 1.282 -2.547 -1.435 0.17
H 1.997 -2.510 0.018 0.18
O -0.744 -1.308 1.022 0.01
C -1.233 -0.249 1.343 -0.21
C -2.619 0.002 1.883 -0.22
N -2.658 1.339 2.475 0.01
H -0.601 0.653 1.268 0.13
H -3.258 -0.036 0.994 0.14
H -2.937 -0.829 2.517 0.13
H -3.596 1.692 2.316 0.08
H -2.501 1.284 3.478 0.08
```

***

Number 1: electronic energy -8403.5938 eV, F_max 3.57 eV/A. Number 2: electronic energy -8400.6161 eV, F_max 2.20 eV/A. Number 3: electronic energy -8401.8976 eV, F_max 1.05 eV/A. Number 4: electronic energy -8400.4484 eV, F_max 4.86 eV/A. Number 5: electronic energy -8385.9949 eV, F_max 2.41 eV/A. Number 6: electronic energy -8390.0041 eV, F_max 2.61 eV/A. Number 7: electronic energy -10443.2558 eV, F_max 4.91 eV/A. Number 8: electronic energy -10442.9419 eV, F_max 1.33 eV/A. Number 9: electronic energy -10449.5213 eV, F_max 1.28 eV/A. Number 10: electronic energy -10443.6911 eV, F_max 4.17 eV/A. Number 11: electronic energy -10449.5669 eV, F_max 1.07 eV/A.